[1]
10
Properties=species:S:1:pos:R:3:forces:R:3:lowdin_charge:R:1 method="wB97M-V/def2-TZVPD" total_charge=-1 gap_ha=0.3391 e_lumo_ev=3.8 spin_multiplicity=1
C 0.4354 -0.0901 -0.3657 -0.94 -3.22 1.24 -0.38
C 1.8638 0.4489 0.0977 -2.93 3.06 -0.14 -0.39
O -1.8729 -1.0358 1.0340 -0.58 0.65 -0.96 -0.52
O 2.1478 1.6147 0.1069 0.64 -1.47 0.06 0.13
O -3.2112 0.9573 0.3868 1.53 -1.41 -0.75 -0.51
O -0.6923 0.5434 -0.6945 2.17 1.12 -0.03 -0.27
F 0.9973 -0.8458 -1.5037 -0.52 0.11 0.03 -0.09
F 2.6535 -0.4942 0.6077 0.08 -0.15 -0.19 0.11
S -2.4091 -0.2101 -0.0782 -0.62 0.39 1.70 0.79
H 0.0877 -0.8884 0.4091 1.17 0.91 -0.96 0.13

=====

[2]
69
Properties=species:S:1:pos:R:3:forces:R:3:lowdin_charge:R:1 method="wB97M-V/def2-TZVPD" total_charge=-1 gap_ha="0.2687 / 0.2701" e_lumo_ev="2.6 / 2.6" spin_multiplicity=1
Fe 0.2360 -0.2570 0.2609 0.32 -0.48 0.13 0.40
C -0.3845 2.5438 -3.8898 0.01 0.04 -0.01 -0.11
C -0.4355 3.5949 -2.9816 0.01 -0.02 -0.01 -0.09
C -1.0437 3.4188 -1.7511 0.02 0.00 0.02 -0.10
C -1.6345 2.2026 -1.4131 -0.02 0.00 0.00 -0.39
C -1.5844 1.1579 -2.3291 -0.04 -0.02 0.00 -0.10
C -0.9554 1.3258 -3.5580 -0.02 -0.03 -0.01 -0.09
P -2.3723 2.0786 0.2655 -0.10 0.18 -0.03 1.12
C -3.9975 2.8901 -0.0790 -0.01 -0.02 -0.03 -0.39
C -4.6341 3.5464 0.9715 0.02 -0.01 0.03 -0.12
C -5.8769 4.1429 0.8007 0.00 0.01 0.01 -0.10
C -6.4981 4.1050 -0.4381 -0.01 0.00 -0.01 -0.11
C -5.8699 3.4658 -1.5003 -0.02 0.02 0.01 -0.09
C -4.6350 2.8627 -1.3195 0.02 0.01 -0.02 -0.09
C -2.8552 0.3171 0.3663 0.31 0.08 -0.09 -0.41
C -4.1926 -0.0635 0.4498 -0.06 -0.02 0.04 -0.12
C -4.5399 -1.3997 0.5937 0.03 0.05 0.00 -0.12
C -3.5250 -2.3388 0.6381 -0.03 -0.04 0.01 -0.12
C -2.1956 -1.9413 0.5391 0.08 -0.04 0.06 -0.16
C -1.7726 -0.6036 0.4079 -0.30 0.07 -0.04 -0.23
H 0.1131 2.6722 -4.8435 0.00 0.00 0.00 0.09
H 0.0297 4.5435 -3.2196 0.00 0.00 -0.01 0.10
H -1.0235 4.2215 -1.0228 -0.01 0.00 0.01 0.11
H -2.0267 0.2018 -2.0767 0.01 0.00 0.00 0.10
H -0.9112 0.4957 -4.2530 0.00 0.00 0.00 0.10
H -4.1442 3.5900 1.9381 0.01 -0.01 0.00 0.09
H -6.3541 4.6434 1.6347 -0.01 0.00 -0.01 0.09
H -7.4637 4.5755 -0.5789 0.00 0.00 0.00 0.09
H -6.3464 3.4348 -2.4729 0.00 0.00 0.00 0.10
H -4.1558 2.3621 -2.1522 0.00 0.00 0.00 0.10
H -4.9745 0.6851 0.4050 -0.02 -0.02 0.00 0.09
H -5.5803 -1.6955 0.6628 -0.01 0.01 0.00 0.09
H -3.7610 -3.3929 0.7445 0.00 0.00 0.00 0.09
H -1.4574 -2.7353 0.5725 0.06 0.05 -0.01 0.02
N 0.4496 -0.4859 2.2916 -0.04 -0.08 0.02 -0.03
C 1.2217 0.5506 2.9861 -0.10 -0.02 0.02 -0.22
C 0.6154 1.9208 2.6969 0.02 -0.04 -0.06 -0.11
C 0.9177 2.4370 1.2826 0.01 0.06 -0.01 -0.68
O 1.4858 3.5232 1.1622 0.02 0.03 0.05 -0.01
O 0.5735 1.6945 0.2987 -0.22 -0.06 0.12 -0.17
H -0.5005 -0.5128 2.6500 0.00 0.00 -0.05 0.10
H 0.8343 -1.4215 2.3981 0.09 0.07 0.06 0.06
H 2.2545 0.4989 2.6360 0.00 0.02 -0.03 0.11
H 1.2336 0.3662 4.0668 0.01 0.04 -0.01 0.11
H 0.9889 2.6531 3.4114 0.01 0.02 -0.03 0.11
H -0.4726 1.8544 2.8081 -0.01 0.03 -0.01 0.10
C 3.0402 -5.3233 0.1708 0.11 0.02 0.00 -0.22
Si 4.3817 -4.0295 0.0282 -0.08 0.05 -0.01 0.51
C 5.3414 -4.3422 -1.5619 -0.01 0.00 0.07 -0.18
C 5.5551 -4.2344 1.4885 -0.02 -0.02 -0.06 -0.18
C 3.8356 -2.2274 0.0025 0.05 -0.03 -0.03 -0.25
C 4.8528 -1.2798 -0.0441 -0.01 0.02 0.00 -0.11
C 4.5853 0.0837 -0.0913 0.02 0.07 -0.01 -0.07
C 3.2635 0.4845 -0.0834 -0.10 -0.03 -0.06 -0.11
N 2.2670 -0.3982 -0.0412 0.16 0.05 0.19 -0.05
C 2.5164 -1.7243 -0.0049 -0.03 -0.11 -0.03 -0.72
S 1.0357 -2.6243 0.0512 -0.11 0.09 -0.17 0.67
H 3.5213 -6.3072 0.1695 -0.03 -0.01 0.01 0.03
H 2.3358 -5.2701 -0.6576 0.00 0.01 -0.02 0.01
H 2.4636 -5.2125 1.0884 0.00 0.01 0.02 0.02
H 5.7386 -5.3600 -1.5845 0.01 -0.01 0.00 0.02
H 6.1794 -3.6504 -1.6698 0.01 0.01 0.01 0.02
H 4.6920 -4.2122 -2.4297 -0.02 0.00 0.00 0.03
H 5.9724 -5.2442 1.5108 0.00 -0.01 0.00 0.02
H 5.0254 -4.0675 2.4285 -0.01 0.00 0.01 0.03
H 6.3873 -3.5289 1.4480 0.00 0.01 -0.01 0.02
H 5.8896 -1.6057 -0.0435 0.01 -0.01 0.00 0.09
H 5.3771 0.8189 -0.1271 0.01 -0.01 0.00 0.10
H 2.9636 1.5263 -0.1079 0.00 0.01 0.00 0.11

=====

[3]
24
Properties=species:S:1:pos:R:3:forces:R:3:lowdin_charge:R:1 method="wB97M-V/def2-TZVPD" gap_ha=0.3104 e_lumo_ev=0.0 spin_multiplicity=1
C 0.0341 -2.5587 -2.6354 -0.59 -0.95 -0.70 -0.01
C 1.0972 -3.2428 -2.2445 -0.78 0.59 1.11 -0.17
C 2.5161 -0.9305 0.3782 -0.38 -1.45 -1.33 -0.43
C 0.2520 0.0655 1.9615 1.07 -1.21 2.71 -0.11
C -1.4277 1.3247 0.7955 -1.04 3.20 0.50 -0.13
C 1.8319 -0.0857 -0.6858 -0.97 -1.21 -0.56 -0.24
C 0.6661 0.8871 -0.3288 0.08 -2.32 0.86 -0.16
C -0.4188 0.2893 0.6207 2.02 -0.26 0.49 -0.48
N 2.0792 -3.8437 -1.8598 -0.52 -0.29 -2.35 -0.05
O 2.7809 -3.7893 -0.7590 0.57 0.02 1.47 -0.44
S 2.9256 -2.4453 0.4813 -0.22 1.93 0.42 1.04
H -1.0012 -2.9577 -2.7551 1.10 0.10 0.73 0.07
H 0.1878 -1.6615 -3.1918 0.26 0.55 -0.32 0.03
H 0.2154 0.9512 2.6786 -0.41 -1.00 -0.93 0.10
H 1.3673 -0.0868 1.8641 -1.25 -0.18 0.17 0.04
H -0.1731 -0.8935 2.5155 0.85 2.07 -0.98 0.12
H -0.8222 2.3726 1.0530 -1.98 -2.61 -0.17 0.15
H -1.9387 1.5259 -0.1214 -0.21 0.34 -1.02 0.05
H -2.3030 1.0814 1.4463 1.16 0.33 0.28 0.10
H 2.5670 0.5764 -1.0652 1.20 0.51 -0.44 0.10
H 1.5356 -0.7476 -1.5507 0.14 0.65 0.97 0.08
H 1.0983 1.6207 0.3153 0.31 1.15 -0.04 0.10
H 0.2655 1.2892 -1.2589 0.02 0.13 0.14 0.12
H -0.7783 -0.7009 0.3874 -0.43 -0.10 -1.01 0.13

=====

[4]
59
Properties=species:S:1:pos:R:3:forces:R:3:mulliken_spin:R:1 method="wB97M-V/def2-TZVPD" total_charge=+2 gap_ha="0.3239 / 0.1634" e_lumo_ev="-6.0 / -10.3" spin_multiplicity=6
Ir -0.2156 0.0815 0.0000 1.01 -0.07 0.00 2.60
C 2.4004 2.5659 0.0000 0.02 -0.05 0.00 0.04
C 2.8437 1.1487 0.0000 -0.64 0.02 0.00 -0.05
C 4.0699 0.5850 0.0000 0.27 -0.74 0.00 0.09
C 3.8584 -0.8410 0.0000 0.01 0.62 0.00 0.22
C 4.8692 -1.9115 0.0000 -0.03 -0.17 0.00 -0.01
N 2.5379 -1.0606 0.0000 0.16 -0.16 0.00 -0.10
N 1.8961 0.1238 0.0000 -0.52 0.45 0.00 0.46
B 1.7216 -2.4256 0.0000 0.25 -0.03 0.00 0.09
N 0.8633 -2.4367 -1.2746 0.03 0.12 -0.04 -0.07
N 0.0975 -1.3510 -1.5886 -0.08 -0.30 0.00 0.23
C -0.4981 -1.5907 -2.7571 -0.10 0.16 -0.04 -0.02
C -1.4288 -0.6006 -3.3745 0.03 -0.04 0.00 0.03
C -0.0988 -2.8456 -3.2180 -0.06 0.03 -0.16 -0.01
C 0.7708 -3.3458 -2.2692 0.17 -0.10 0.23 0.02
C 1.5352 -4.6292 -2.2620 -0.09 0.03 -0.04 0.00
N 0.8633 -2.4368 1.2745 0.03 0.12 0.04 -0.07
N 0.0974 -1.3511 1.5885 -0.08 -0.30 0.00 0.23
C -0.4981 -1.5908 2.7569 -0.10 0.16 0.05 -0.02
C -1.4289 -0.6008 3.3743 0.03 -0.04 0.00 0.03
C -0.0988 -2.8457 3.2180 -0.05 0.03 0.15 -0.01
C 0.7708 -3.3460 2.2691 0.17 -0.10 -0.23 0.02
C 1.5351 -4.6293 2.2620 -0.09 0.02 0.04 0.00
H 3.2611 3.2293 0.0000 -0.01 0.02 0.00 0.00
H 1.8004 2.7825 0.8861 0.01 0.00 0.00 0.00
H 1.8004 2.7825 -0.8861 0.01 0.00 0.00 0.00
H 5.0261 1.0816 0.0000 -0.01 -0.03 0.00 0.00
H 5.8720 -1.4962 0.0000 0.00 0.01 0.00 0.00
H 4.7409 -2.5517 -0.8765 0.04 0.03 0.01 0.02
H 4.7409 -2.5517 0.8765 0.04 0.03 -0.01 0.02
H 2.4958 -3.3322 -0.0001 -0.08 0.07 0.00 0.00
H -1.4176 0.3440 -2.8284 0.02 0.00 0.00 -0.01
H -2.4521 -0.9800 -3.3921 0.01 -0.01 0.00 0.00
H -1.1424 -0.3911 -4.4043 0.00 -0.02 0.00 0.00
H -0.3832 -3.3210 -4.1422 0.00 0.02 0.02 0.00
H 1.1985 -5.2584 -3.0825 0.01 0.01 0.00 0.00
H 1.3941 -5.1782 -1.3314 -0.01 0.02 0.00 0.00
H 2.6042 -4.4553 -2.3893 -0.01 0.03 0.00 0.00
H -1.4177 0.3439 2.8281 0.02 0.00 0.00 -0.01
H -1.1426 -0.3912 4.4041 0.00 -0.02 0.00 0.00
H -2.4522 -0.9801 3.3918 0.01 -0.01 0.00 0.00
H -0.3832 -3.3209 4.1422 0.00 0.02 -0.01 0.00
H 1.1985 -5.2585 3.0824 0.01 0.01 0.00 0.00
H 2.6042 -4.4554 2.3893 -0.01 0.03 0.00 0.00
H 1.3940 -5.1783 1.3313 -0.01 0.02 0.00 0.00
F -5.2439 1.7292 -1.0846 0.00 -0.01 0.04 0.00
C -5.4855 0.9847 -0.0001 0.00 -0.02 0.00 0.01
F -6.7631 0.6286 0.0000 0.04 0.03 0.00 0.00
F -5.2438 1.7294 1.0843 0.00 -0.01 -0.04 0.00
C -4.5823 -0.2368 0.0000 -0.04 -0.09 0.00 0.04
C -5.0974 -1.5201 0.0002 -0.06 0.03 0.00 -0.04
C -4.2286 -2.6038 0.0003 0.05 -0.06 0.00 0.16
C -2.8403 -2.3840 0.0002 -0.02 0.07 0.00 0.02
N -2.3485 -1.1662 0.0001 -0.18 -0.15 0.00 0.21
C -3.1822 -0.1030 0.0000 0.12 0.15 0.00 0.10
S -2.2957 1.3510 -0.0003 -0.22 0.20 0.00 0.73
H -6.1688 -1.6694 0.0002 0.00 -0.02 0.00 0.00
H -4.6112 -3.6154 0.0004 0.00 0.00 0.00 0.00
H -2.1277 -3.2010 0.0003 -0.02 -0.01 0.00 0.01

=====

[5]
106
Properties=species:S:1:pos:R:3:forces:R:3:mulliken_spin:R:1 method="wB97M-V/def2-TZVPD" total_charge=+3 gap_ha="0.2961 / 0.2055" e_lumo_ev="-7.5 / -10.6" spin_multiplicity=5
Pd -0.0806 0.9120 0.3095 0.45 -0.37 -0.61 1.27
C 0.8781 -1.7259 -1.5209 0.19 -0.02 -0.08 0.05
N 2.0567 -0.9053 -1.8290 -0.03 -0.06 0.01 0.02
C 2.3448 -0.7429 -3.2578 -0.06 0.03 0.05 0.00
C 2.7343 -0.2719 -0.8722 -0.24 0.08 -0.07 0.01
N 2.0069 0.0323 0.2633 0.11 0.03 0.21 0.24
C 2.4606 -0.1524 1.5150 -0.06 0.02 0.01 0.22
C 3.7844 -0.4894 1.9145 0.04 -0.02 0.01 0.02
C 4.1141 -0.5316 3.2353 0.05 0.00 0.01 0.09
C 3.1484 -0.2612 4.2436 0.00 0.00 0.06 0.15
C 1.8347 -0.0794 3.9094 0.04 -0.01 0.06 -0.09
C 1.4429 -0.1018 2.5602 -0.01 -0.03 -0.08 0.25
N 0.1325 -0.1650 2.1592 0.10 0.14 0.21 0.24
C -0.7097 -0.9700 2.8653 0.01 -0.06 -0.07 -0.02
N -2.0179 -0.7387 2.8974 -0.18 0.13 -0.01 0.02
C -2.9953 -1.7981 3.1820 0.07 0.08 -0.03 0.00
C -2.5885 0.5789 2.6136 -0.03 -0.36 0.20 0.02
N -0.2222 -2.0722 3.4763 -0.04 -0.13 -0.01 0.03
C 0.8442 -2.8862 2.8978 -0.03 0.04 0.04 0.03
C -0.6669 -2.4959 4.8049 0.01 0.01 -0.02 0.00
N 4.0095 0.0657 -1.0578 0.24 -0.02 -0.06 0.03
C 4.6487 1.2243 -0.4337 -0.02 -0.05 0.00 0.01
C 4.9051 -0.7077 -1.9339 -0.01 0.08 0.06 0.00
H 0.8649 -2.5576 -2.2231 0.01 -0.05 0.01 0.01
H -0.0552 -1.1767 -1.6440 -0.08 0.11 -0.04 -0.02
H 0.9529 -2.1260 -0.5149 -0.01 0.00 0.04 -0.02
H 1.3931 -0.5875 -3.7647 0.00 0.01 -0.01 0.00
H 2.8234 -1.6235 -3.6837 0.00 -0.01 0.00 0.00
H 2.9713 0.1302 -3.4161 -0.04 -0.01 -0.02 0.00
H 4.5377 -0.6922 1.1700 -0.02 0.01 0.03 0.00
H 5.1325 -0.7541 3.5281 -0.03 0.00 -0.01 0.00
H 3.4595 -0.2305 5.2807 -0.02 0.00 -0.04 -0.01
H 1.0825 0.0680 4.6750 0.03 -0.01 -0.03 0.00
H -2.5524 -2.7720 3.0009 0.02 -0.01 0.01 0.00
H -3.8363 -1.6655 2.5048 0.01 0.00 -0.01 0.00
H -3.3602 -1.7478 4.2075 0.00 0.01 0.00 0.00
H -1.9212 1.1363 1.9817 0.09 0.15 0.05 -0.03
H -2.7911 1.1192 3.5398 0.00 0.01 -0.03 0.00
H -3.5147 0.4367 2.0640 -0.07 0.01 0.03 0.00
H 1.0200 -2.6003 1.8630 0.00 -0.01 0.03 -0.02
H 0.5312 -3.9305 2.9154 -0.01 0.00 0.02 0.00
H 1.7712 -2.7937 3.4667 0.01 0.00 -0.01 0.00
H -1.2993 -1.7354 5.2551 0.00 0.00 -0.01 0.00
H 0.2186 -2.6189 5.4325 -0.01 0.00 -0.01 0.00
H -1.2029 -3.4453 4.7766 0.01 0.01 -0.01 0.00
H 3.9831 1.6992 0.2764 -0.01 -0.01 -0.03 -0.01
H 4.9195 1.9411 -1.2094 0.00 -0.01 -0.01 0.00
H 5.5600 0.9132 0.0769 -0.01 0.01 0.00 0.00
H 4.4761 -1.6795 -2.1525 -0.01 -0.01 0.01 0.00
H 5.8419 -0.8554 -1.3974 0.00 0.01 0.00 0.00
H 5.1211 -0.1783 -2.8614 0.01 -0.01 0.01 0.00
F -5.8418 -1.9530 -5.0071 -0.03 -0.03 -0.29 0.09
C -5.7340 -1.8644 -3.7350 0.08 0.13 0.27 0.38
C -5.1104 -0.7512 -3.1674 -0.08 -0.12 -0.14 0.09
N -5.0177 -0.6472 -1.8607 0.17 0.09 0.25 0.26
C -4.2457 0.4456 -1.2561 -0.40 -0.01 -0.21 -0.02
C -2.7463 0.1068 -1.3124 0.78 -0.26 -0.10 0.00
O -2.3577 -0.6494 -2.1980 -0.14 0.19 0.18 0.01
O -2.0614 0.7053 -0.4253 -0.84 0.16 0.16 0.06
C -5.4044 -1.7206 -0.9584 -0.05 0.03 -0.04 -0.03
O -5.1348 -1.6372 0.2022 0.02 0.02 0.03 0.07
N -6.0695 -2.7573 -1.5445 0.07 0.09 -0.04 -0.02
C -6.2819 -2.9634 -2.9100 -0.03 -0.03 -0.04 0.01
O -6.8311 -3.9173 -3.3668 0.00 -0.01 0.02 0.13
H -4.7137 0.0417 -3.7887 0.00 0.00 0.01 0.01
H -4.6057 0.5980 -0.2479 0.06 -0.02 0.10 0.00
H -4.4246 1.3494 -1.8396 0.04 0.00 -0.01 0.01
H -6.3872 -3.4908 -0.9212 -0.03 -0.06 0.03 0.00
C 1.6004 5.5469 -0.4134 0.00 0.00 0.01 0.02
C 1.6429 4.0480 -0.0763 0.07 0.06 -0.03 0.03
C 2.1137 3.3228 -1.3447 0.02 0.09 -0.03 0.05
C 2.6068 3.8062 1.0891 0.00 -0.02 0.02 0.04
P -0.0379 3.3626 0.3297 -0.07 -0.01 -0.02 0.11
C -1.0601 3.8080 -1.0972 0.00 0.03 -0.01 0.00
C -1.0848 2.9382 -2.1891 -0.02 0.05 -0.05 0.04
C -1.7663 3.2737 -3.3488 0.00 -0.03 -0.01 0.01
C -2.4405 4.4853 -3.4290 -0.02 0.02 0.00 0.01
C -2.4251 5.3587 -2.3497 -0.02 0.00 -0.02 0.00
C -1.7350 5.0263 -1.1936 -0.02 0.02 0.01 0.01
C -0.7690 4.0353 1.9038 -0.01 0.09 0.05 0.08
C -0.4747 5.5202 2.1734 0.00 -0.02 0.00 0.02
C -2.2949 3.8418 1.8175 -0.05 -0.01 0.00 0.01
C -0.1939 3.2327 3.0843 -0.05 0.04 0.01 0.04
H 2.5960 5.8370 -0.7601 -0.04 0.00 0.01 0.00
H 1.3606 6.1725 0.4420 0.00 -0.02 -0.01 0.00
H 0.8987 5.7608 -1.2205 0.02 0.00 0.02 0.00
H 3.1342 3.6427 -1.5669 -0.02 -0.02 0.00 0.00
H 1.4946 3.5875 -2.2018 0.02 0.00 0.01 0.01
H 2.1046 2.2388 -1.2387 0.01 -0.12 0.03 -0.01
H 3.6215 4.0629 0.7736 -0.03 -0.02 0.00 0.00
H 2.6031 2.7662 1.4325 -0.03 0.03 -0.02 0.00
H 2.3716 4.4414 1.9423 0.00 -0.01 0.00 0.00
H -0.5639 1.9869 -2.1500 0.02 -0.02 0.00 -0.03
H -1.7588 2.5951 -4.1937 0.01 0.03 0.03 0.00
H -2.9676 4.7561 -4.3355 0.02 -0.01 0.03 0.00
H -2.9403 6.3086 -2.4108 0.01 -0.02 0.00 0.00
H -1.7213 5.7347 -0.3764 0.00 -0.03 -0.05 0.00
H -0.7638 6.1784 1.3562 0.02 -0.02 0.03 0.00
H 0.5730 5.6996 2.4130 -0.02 -0.02 -0.02 0.00
H -1.0590 5.8124 3.0491 0.01 0.00 -0.01 0.00
H -2.7679 4.6622 1.2802 0.01 -0.03 0.02 0.00
H -2.7041 3.8331 2.8307 0.01 0.00 -0.03 0.00
H -2.5896 2.9176 1.3142 0.03 0.05 0.02 0.00
H 0.8901 3.3128 3.1517 0.03 0.03 -0.01 0.00
H -0.4521 2.1781 3.0373 0.00 -0.04 -0.02 0.00
H -0.6097 3.6435 4.0077 0.01 -0.02 -0.02 0.00